Below is a single C11H23BN2O4 molecule at a distorted geometry, with properties calculated with the ωB97M-V functional and the def2-TZVPD basis.

XYZ file:
```
41
C11H23BN2O4 | OMol25 | the ωB97M-V functional and the def2-TZVPD basis
C -4.566 -1.947 -1.845
C -3.076 -1.736 -1.638
C -2.313 -0.793 -2.643
C -1.936 0.586 -2.025
O -2.621 1.037 -1.121
N -0.917 1.345 -2.567
C -0.613 2.647 -1.970
C 0.384 2.470 -0.954
O 1.343 3.228 -0.982
N 0.157 1.422 -0.046
C 1.301 0.861 0.712
C 1.029 0.308 2.080
C 2.080 -0.620 2.664
C 1.576 -1.634 3.720
C 3.289 0.205 3.252
B 2.312 -0.078 -0.285
O 3.611 -0.442 0.076
O 1.618 -0.382 -1.507
H -4.985 -2.555 -1.014
H -4.746 -2.400 -2.797
H -5.182 -0.985 -1.807
H -2.622 -2.713 -1.480
H -2.944 -1.289 -0.598
H -1.603 -1.291 -3.220
H -3.082 -0.553 -3.414
H -0.632 1.138 -3.496
H -1.457 3.170 -1.500
H -0.298 3.395 -2.724
H -0.729 0.896 -0.094
H 2.017 1.781 0.807
H 0.803 1.197 2.753
H 0.114 -0.265 2.019
H 2.568 -1.290 1.929
H 2.428 -2.257 4.058
H 0.658 -2.216 3.488
H 1.205 -0.987 4.505
H 3.764 0.902 2.535
H 4.048 -0.435 3.577
H 2.955 0.888 4.105
H 4.138 -0.814 -0.603
H 0.923 0.206 -1.949
```

Output
* gap between HOMO and LUMO: 0.34813 hartree
* total charge: 0
* multiplicity: 1
* energy: -868.341469 a.u.
* relative energy (zero: lowest compared OMol25 entry of this formula, charge and spin): 89.1 kJ/mol



Below is 2 unconnected molecules or ions with the total composition C3H6S at a distorted geometry, with properties calculated with the ωB97M-V functional and the def2-TZVPD basis.

XYZ file:
```
10
C3H6S | OMol25 | the ωB97M-V functional and the def2-TZVPD basis
C -0.240 -1.123 -1.003
C 1.177 1.397 0.689
C 0.341 0.366 0.306
S -1.983 -1.137 -0.718
H 0.257 -1.989 -0.379
H 0.045 -0.862 -2.047
H 0.885 2.089 1.580
H 1.951 1.898 0.110
H -0.435 0.018 0.938
H -1.998 -0.657 0.523
```

Output
* gap between HOMO and LUMO: 0.35821 hartree
* total charge: 0
* multiplicity: 1
* energy: -515.941043 a.u.
* relative energy (zero: lowest compared OMol25 entry of this formula, charge and spin): 327.6 kJ/mol



Below is a molecular structure, C48H52IN7O4RuSeTe at a distorted geometry, with properties calculated with the ωB97M-V functional and the def2-TZVPD basis.

XYZ file:
```
115
C48H52IN7O4RuSeTe | OMol25 | the ωB97M-V functional and the def2-TZVPD basis
Ru 1.800 -0.468 1.020
C 5.531 0.946 1.380
O 4.317 0.581 2.007
C 4.416 -0.249 3.085
C 5.614 -0.694 3.617
C 5.622 -1.486 4.758
C 4.434 -1.815 5.381
C 3.231 -1.387 4.846
C 3.195 -0.636 3.672
N 1.980 -0.251 3.072
N 0.973 -0.212 3.922
C -0.218 0.313 3.646
C -0.588 0.873 2.388
O 0.222 0.880 1.354
C -1.861 1.460 2.241
C -2.753 1.524 3.275
C -2.434 0.971 4.540
C -3.332 1.046 5.627
C -2.994 0.548 6.858
C -1.748 -0.068 7.046
C -0.863 -0.165 6.000
C -1.173 0.357 4.732
H 6.171 1.505 2.071
H 5.264 1.562 0.527
H 6.063 0.069 1.004
H 6.556 -0.434 3.157
H 6.567 -1.839 5.148
H 4.437 -2.422 6.277
H 2.292 -1.642 5.313
H -2.090 1.890 1.272
H -3.711 2.012 3.137
H -4.296 1.516 5.471
H -3.679 0.638 7.691
H -1.487 -0.463 8.019
H 0.103 -0.634 6.132
I 3.210 -2.686 0.759
C -3.401 3.665 -6.185
C -2.579 3.007 -5.113
C -1.790 1.901 -5.391
C -1.078 1.234 -4.401
C -0.250 0.051 -4.814
C -1.163 1.685 -3.078
Te -0.544 0.581 -1.303
N 1.321 0.038 -1.083
C 2.481 0.556 -1.513
O 3.459 0.518 -0.752
C 2.721 1.041 -2.917
C 1.992 2.047 -3.545
C 2.335 2.455 -4.827
C 3.400 1.866 -5.488
C 4.137 0.872 -4.859
C 3.809 0.469 -3.576
C -1.253 -1.262 -2.183
C -0.490 -2.376 -2.578
C 1.012 -2.438 -2.585
C -1.156 -3.531 -2.973
C -2.539 -3.631 -2.993
C -3.199 -4.923 -3.385
C -3.273 -2.520 -2.617
C -2.654 -1.348 -2.204
C -3.530 -0.195 -1.783
C -1.944 2.814 -2.777
C -2.124 3.345 -1.376
C -2.621 3.463 -3.803
H -2.973 3.494 -7.172
H -3.483 4.738 -6.015
H -4.411 3.250 -6.180
H -1.731 1.533 -6.410
H 0.163 0.206 -5.811
H -0.859 -0.854 -4.838
H 0.571 -0.104 -4.120
H 1.173 2.517 -3.028
H 1.761 3.240 -5.303
H 3.665 2.190 -6.486
H 4.981 0.423 -5.365
H 4.385 -0.296 -3.072
H 1.470 -1.561 -3.031
H 1.351 -3.314 -3.138
H 1.393 -2.532 -1.568
H -0.564 -4.393 -3.259
H -2.837 -5.266 -4.354
H -4.281 -4.811 -3.441
H -2.966 -5.695 -2.651
H -4.357 -2.567 -2.636
H -4.559 -0.523 -1.643
H -3.181 0.243 -0.842
H -3.530 0.591 -2.541
H -1.223 3.224 -0.782
H -2.953 2.829 -0.883
H -2.372 4.406 -1.402
H -3.215 4.339 -3.566
C 0.370 -3.456 3.642
N -0.994 -2.988 3.539
C -1.948 -3.056 4.529
C -3.096 -2.571 4.016
N -2.841 -2.213 2.711
C -3.817 -1.695 1.779
C -1.540 -2.450 2.429
Se -0.712 -2.183 0.799
H 1.046 -2.747 3.167
H 0.636 -3.561 4.690
H 0.484 -4.415 3.134
H -1.732 -3.432 5.511
H -4.064 -2.449 4.466
H -4.798 -2.098 2.024
H -3.537 -2.001 0.772
H -3.848 -0.608 1.827
N 2.922 3.807 -0.887
C 1.945 3.177 -0.174
N 2.155 3.052 1.151
O 0.863 2.863 -0.703
H 3.855 3.840 -0.518
H 2.834 3.786 -1.887
H 3.080 3.090 1.542
H 1.474 2.480 1.634
```

Output
* gap between HOMO and LUMO (spin up / spin down): 0.20586 / 0.24037 hartree
* total charge: 0
* multiplicity: 5
* energy: -5606.595089 a.u.
* relative energy (zero: lowest compared OMol25 entry of this formula, charge and spin): 0.0 kJ/mol



Below is a molecular structure, C21H23BN8OPd at a distorted geometry, with properties calculated with the ωB97M-V functional and the def2-TZVPD basis.

XYZ file:
```
55
C21H23BN8OPd | OMol25 | the ωB97M-V functional and the def2-TZVPD basis
Pd 0.164 -0.031 -0.015
C 0.565 -1.160 4.065
C 1.928 -1.374 4.190
C 2.757 -1.163 3.103
C 2.208 -0.733 1.900
N 0.887 -0.535 1.798
C 0.078 -0.741 2.842
C 2.947 -0.464 0.651
C 4.328 -0.597 0.552
C 4.951 -0.347 -0.657
C 4.177 0.023 -1.754
C 2.802 0.154 -1.650
C 2.144 -0.080 -0.437
H -0.117 -1.321 4.888
H 2.345 -1.712 5.130
H 3.821 -1.333 3.176
H -0.974 -0.568 2.658
H 4.924 -0.898 1.405
H 6.025 -0.446 -0.749
H 4.660 0.209 -2.706
H 2.228 0.433 -2.524
B -1.684 -1.585 -2.803
N -1.030 -0.126 -2.807
C -1.173 0.643 -3.894
C -0.566 1.867 -3.681
C -0.043 1.757 -2.399
N -0.334 0.563 -1.883
N -1.629 -2.377 -1.455
C -2.216 -3.576 -1.313
C -1.917 -4.069 -0.058
C -1.140 -3.059 0.516
N -0.964 -2.054 -0.337
H -2.851 -1.430 -3.096
H -1.098 -2.222 -3.656
H -1.715 0.262 -4.743
H -0.510 2.703 -4.356
H 0.531 2.461 -1.818
H -2.786 -4.001 -2.123
H -2.219 -5.009 0.372
H -0.684 -3.022 1.494
C -1.071 4.975 2.384
N -1.467 3.845 1.567
C -2.790 3.247 1.692
C -2.539 1.808 1.229
O -3.383 0.960 1.138
N -1.179 1.678 0.945
C -0.626 2.838 1.217
N 0.707 3.006 1.161
H -1.856 5.727 2.344
H -0.165 5.437 1.995
H -0.903 4.690 3.426
H -3.527 3.732 1.053
H -3.145 3.259 2.725
H 1.196 2.234 0.714
H 1.094 3.928 1.065
```

Output
* gap between HOMO and LUMO: 0.28717 hartree
* total charge: 0
* multiplicity: 1
* energy: -1480.120163 a.u.
* relative energy (zero: lowest compared OMol25 entry of this formula, charge and spin): 0.0 kJ/mol